# 1
Density functional theory data (ωB97M-V with the def2-TZVPD basis set) for CH2BrF2NO2S in the gas phase in a non-equilibrium geometry.

Positions of all 10 atoms, in Å:
C1 0.357 -2.058 -1.724
N1 0.157 -0.188 0.228
O1 -1.291 -2.263 0.392
O2 1.190 -2.304 0.819
F1 1.626 -1.800 -2.110
F2 -1.916 0.220 -2.965
S1 0.039 -1.801 0.192
Br1 -1.042 -1.596 -2.789
H1 1.002 0.290 0.079
H2 -0.648 0.181 -0.324

Computed properties:
Energy relative to the best compared isomer or geometry (same formula, charge and spin) ... 406.7 kJ/mol
Orbital gap (alpha / beta) ... 8.409 / 8.181 eV
E_LUMO (alpha / beta) ... -2.03 / -2.13 eV

natural (NBO) atomic charge list, values in e, 6 entries: atom 1 (C): -0.06, atom 2 (N): -1.06, atom 3 (O): -0.87, atom 4 (O): -0.90, atom 5 (F): -0.31, atom 6 (F): -0.66

---

# 2
Density functional theory data (ωB97M-V with the def2-TZVPD basis set) for a molecular structure, C21H29AsF6N4OS5Ti.

Positions of all 68 atoms, in Å:
Ti1 0.547 1.142 0.136
S1 0.988 3.352 -0.489
C1 -0.596 3.888 -1.016
C2 -0.720 4.941 -1.924
C3 -1.974 5.381 -2.302
C4 -3.117 4.778 -1.777
C5 -3.004 3.731 -0.882
C6 -1.742 3.271 -0.503
S2 -1.546 1.989 0.669
H1 0.170 5.402 -2.332
H2 -2.068 6.198 -3.005
H3 -4.097 5.128 -2.074
H4 -3.890 3.255 -0.479
C7 -2.842 -0.964 -0.915
N1 -1.834 -1.575 -0.056
C8 -2.445 -1.769 1.256
C9 -1.475 -2.862 -0.667
C10 -0.433 -3.726 0.026
N2 0.884 -3.135 0.183
C11 1.778 -4.078 0.832
C12 1.458 -2.702 -1.079
H5 -3.731 -1.608 -0.995
H6 -2.449 -0.814 -1.913
H7 -3.147 -0.005 -0.501
H8 -3.386 -2.338 1.174
H9 -2.670 -0.800 1.704
H10 -1.779 -2.304 1.927
H11 -1.156 -2.653 -1.690
H12 -2.383 -3.486 -0.748
H13 -0.377 -4.648 -0.584
H14 -0.781 -4.043 1.013
H15 2.733 -3.597 1.043
H16 1.971 -4.965 0.205
H17 1.355 -4.425 1.775
H18 1.456 -3.511 -1.830
H19 2.485 -2.382 -0.917
H20 0.909 -1.864 -1.496
N3 0.539 3.385 2.765
C13 0.500 2.116 3.173
N4 0.489 1.040 2.402
C14 0.466 -0.124 3.207
C15 0.501 -1.438 2.763
C16 0.446 -2.454 3.705
C17 0.373 -2.194 5.071
C18 0.366 -0.888 5.525
C19 0.417 0.124 4.580
S3 0.441 1.831 4.885
H21 0.661 3.604 1.784
H22 0.623 4.122 3.441
H23 0.586 -1.688 1.711
H24 0.458 -3.482 3.368
H25 0.332 -3.012 5.778
H26 0.325 -0.662 6.582
F1 1.956 -0.257 0.576
As1 3.685 0.549 0.482
F2 3.937 0.020 2.078
F3 4.263 -0.911 -0.167
F4 5.127 1.424 0.371
F5 3.108 1.054 -1.066
F6 2.751 1.920 1.099
C20 -2.447 1.483 -3.426
O1 -1.788 0.302 -3.902
C21 -0.637 -0.143 -3.387
S4 0.029 -1.483 -4.013
S5 0.127 0.932 -2.201
H27 -3.352 1.547 -4.023
H28 -1.825 2.365 -3.576
H29 -2.694 1.387 -2.372

Computed properties:
Energy relative to the best compared isomer or geometry (same formula, charge and spin) ... 135.4 kJ/mol
Orbital gap ... 6.667 eV
E_LUMO ... -1.57 eV

natural (NBO) atomic charge list, values in e, 6 entries: atom 1 (Ti): 1.23, atom 2 (S): -0.04, atom 3 (C): -0.24, atom 4 (C): -0.20, atom 5 (C): -0.21, atom 6 (C): -0.21

---

# 3
Density functional theory data (ωB97M-V with the def2-TZVPD basis set) for 2 unconnected molecules or ions with the total composition C3H9NO2.

Positions of all 15 atoms, in Å:
C1 -1.712 2.684 -1.292
O1 -2.098 1.766 -0.272
H1 -3.009 1.945 0.003
H2 -1.080 2.118 -1.970
H3 -2.579 3.098 -1.816
H4 -1.202 3.530 -0.850
C2 0.250 -0.227 0.825
C3 1.065 -1.445 0.501
O2 0.716 -2.578 0.766
N1 2.254 -1.178 -0.119
H5 0.008 0.380 -0.044
H6 0.703 0.496 1.507
H7 2.814 -1.964 -0.393
H8 2.474 -0.243 -0.399
H9 -0.684 -0.517 1.274

Computed properties:
Energy relative to the best compared isomer or geometry (same formula, charge and spin) ... 93.1 kJ/mol
Orbital gap ... 10.345 eV
E_LUMO ... 0.71 eV
SMILES ... CC(N)=O.CO

natural (NBO) atomic charge list, values in e, 6 entries: atom 1 (C): -0.25, atom 2 (O): -0.73, atom 3 (H): 0.47, atom 4 (H): 0.18, atom 5 (H): 0.17, atom 6 (H): 0.17

---

# 4
Density functional theory data (ωB97M-V with the def2-TZVPD basis set) for a molecular structure, CF3O2PrS in a non-equilibrium geometry.

Positions of all 8 atoms, in Å:
O1 1.690 1.528 -0.779
Pr1 2.808 -0.345 -0.134
S1 -0.232 -0.238 -1.958
O2 0.728 -0.976 -0.923
C1 0.139 1.585 -1.574
F1 -1.943 2.235 -2.585
F2 -0.630 2.006 -0.541
F3 0.477 2.317 -2.662

Computed properties:
Energy relative to the best compared isomer or geometry (same formula, charge and spin) ... 134.9 kJ/mol
Net charge ... +1
Orbital gap (alpha / beta) ... 5.476 / 5.130 eV
2S+1 ... 4
E_LUMO (alpha / beta) ... -6.59 / -6.87 eV

Mulliken atomic charge list, values in e, 6 entries: atom 1 (O): -0.74, atom 2 (Pr): 1.89, atom 3 (S): 0.17, atom 4 (O): -0.63, atom 5 (C): 0.66, atom 6 (F): -0.05

---

# 5
Density functional theory data (ωB97M-V with the def2-TZVPD basis set) for a molecular structure, C9H11CuO4SSe.

Positions of all 27 atoms, in Å:
Cu1 0.028 -1.360 1.363
O1 0.442 -3.839 -0.942
S1 0.347 -3.782 0.522
O2 1.424 -2.868 1.079
O3 -0.952 -3.114 0.932
O4 0.445 -5.112 1.137
C1 0.134 1.477 -3.082
C2 0.018 1.217 -1.606
C3 -1.191 0.885 -1.017
C4 -1.311 0.625 0.347
C5 -2.669 0.293 0.905
C6 -0.193 0.752 1.208
Se1 -0.389 0.699 3.129
C7 1.057 1.020 0.584
C8 2.310 1.078 1.415
C9 1.137 1.263 -0.777
H1 -0.785 1.195 -3.599
H2 0.952 0.902 -3.522
H3 0.325 2.534 -3.297
H4 -2.075 0.785 -1.642
H5 -3.400 0.198 0.098
H6 -2.996 1.067 1.604
H7 -2.643 -0.644 1.463
H8 2.457 0.140 1.954
H9 2.233 1.862 2.172
H10 3.183 1.263 0.784
H11 2.113 1.461 -1.212

Computed properties:
Net charge ... -2
Orbital gap ... 5.784 eV
E_LUMO ... 5.04 eV

natural (NBO) atomic charge list, values in e, 6 entries: atom 1 (Cu): 0.92, atom 2 (O): -1.07, atom 3 (S): 2.55, atom 4 (O): -1.14, atom 5 (O): -1.15, atom 6 (O): -1.07

---

# 6
Density functional theory data (ωB97M-V with the def2-TZVPD basis set) for CH2F3N in the gas phase in a non-equilibrium geometry.

Positions of all 7 atoms, in Å:
C1 -1.627 0.074 0.027
N1 -0.238 0.104 -0.175
F1 -2.215 0.067 -1.180
F2 -1.987 -1.166 0.679
F3 -2.090 1.114 0.663
H1 -0.034 0.528 -1.071
H2 0.436 0.255 0.491

Computed properties:
Energy relative to the best compared isomer or geometry (same formula, charge and spin) ... 17.8 kJ/mol
Orbital gap ... 11.950 eV
E_LUMO ... 0.93 eV
SMILES ... NC(F)(F)F

natural (NBO) atomic charge list, values in e, 6 entries: atom 1 (C): 1.09, atom 2 (N): -0.89, atom 3 (F): -0.32, atom 4 (F): -0.36, atom 5 (F): -0.30, atom 6 (H): 0.39